# C25H42Cl2LuO2P2

A structure of composition C25H42Cl2LuO2P2 at a distorted geometry (the ωB97M-V functional and the def2-TZVPD basis, the OMol25 dataset).

As for the strongest force on any atom: 5.83 eV/Å. The value obtained for the frontier orbital gap (alpha / beta) is 5.51 / 3.99 eV. For the energy relative to the best compared isomer or geometry (same formula, charge and spin), the calculation gives 8.643 eV.

Geometry as ORCA input:
```
! wB97M-V def2-TZVPD RIJCOSX def2/J DEFGRID3
* xyz 1 1
Lu 0.2549 0.5632 -0.5782
C -0.8352 -2.0046 2.7329
C 0.4402 -2.3849 2.2285
C 0.7649 -0.7536 3.8061
C -0.6360 -0.9502 3.6696
C 1.4232 -1.5988 2.8800
C -2.1318 -2.6369 2.4259
H -2.0968 -3.1867 1.4786
H -2.9322 -1.8858 2.3686
H -2.4184 -3.3630 3.2059
C -1.6680 -0.2025 4.3994
H -2.6648 -0.4152 3.9992
H -1.4790 0.8790 4.3217
H -1.6690 -0.4678 5.4679
C 1.3893 0.1660 4.7714
H 1.0428 -0.0582 5.7906
H 1.1140 1.2014 4.5293
H 2.4798 0.0631 4.7509
C 2.8858 -1.6919 2.6686
H 3.3286 -2.5086 3.2608
H 3.3709 -0.7555 2.9670
H 3.1234 -1.8748 1.6120
C 0.7051 -3.4616 1.2494
H 0.9151 -4.4207 1.7533
H 1.5790 -3.2262 0.6265
H -0.1470 -3.6199 0.5769
C -1.5103 1.4577 -2.5659
C -2.1083 0.2340 -3.3026
C -1.2551 -0.6681 -4.1940
C 0.2683 -0.6734 -3.9985
C 0.7162 -0.6600 -2.4831
C 1.6933 0.6036 -2.2351
C 1.0583 2.0259 -2.4660
C -0.2538 2.1124 -3.2665
H -1.4789 -0.4147 -5.2446
H 0.7245 0.1503 -4.5481
H -1.6197 -1.6973 -4.1041
H -0.1177 1.7425 -4.2964
H -2.2577 2.2733 -2.6445
H -2.9874 0.5467 -3.9026
H -0.4878 3.1835 -3.4352
H 0.8939 2.5802 -1.5000
H 2.5299 0.4347 -2.9173
H 1.8294 2.6848 -2.9424
H 0.7110 -1.5696 -4.4830
H 1.2731 -1.5750 -2.2607
P -2.9721 -0.4103 -1.7613
C -4.4783 0.2293 -1.0258
C -2.4776 -2.0407 -1.1588
P 3.1652 0.8546 -0.7053
C -1.7577 0.8461 -1.1976
C 4.5199 -0.2891 -1.1355
C 3.7495 2.5792 -0.8482
H -4.1897 0.9966 -0.2899
H -5.0158 -0.5735 -0.4892
H -5.1512 0.6577 -1.7858
H -1.5262 -2.4234 -1.5750
H -3.2295 -2.8312 -1.3786
H -2.3529 -1.9848 -0.0601
H 3.7197 2.9507 -1.8953
H 4.7711 2.6908 -0.4127
H 3.0597 3.2085 -0.2450
H -1.9857 1.5324 -0.3567
H -0.2536 -0.8976 -1.9139
H 5.2753 -0.2501 -0.3214
H 4.9629 -0.0183 -2.1155
H 4.1057 -1.3116 -1.1863
Cl -0.6482 4.2590 -0.0538
C -1.1636 3.6861 1.5614
Cl -2.8265 3.0317 1.5354
C -0.2150 2.5701 2.0331
O 0.1554 2.5668 3.2015
O 0.1142 1.6947 1.1154
H -1.1150 4.4992 2.2926
*
```

Results of the Mulliken charge analysis, in e, for atoms 1 through 6:
1 Lu 0.416
2 C 0.688
3 C 0.353
4 C 0.534
5 C 0.625
6 C 0.607